# 1
The following is a quantum chemistry calculation of a single C4H6O4 molecule, from the OMol25 dataset.

Last column: Mulliken charge in e.
Cartesian coordinates (Å):
1 C -0.73855 1.12515 -1.10827  -1.270
2 C -0.24734 0.63934 0.22468  0.918
3 O -0.52498 1.46369 1.28015  -0.534
4 C 0.76096 -0.30045 0.44322  -0.056
5 O 1.80878 -0.11077 1.32594  -0.552
6 C 0.34602 -1.55251 -0.10118  0.441
7 O -0.78416 -1.57849 -0.64755  -0.656
8 O 1.05713 -2.66215 0.15437  -0.440
9 H -0.35196 0.51906 -1.92701  0.324
10 H -1.83094 1.09870 -1.15115  0.364
11 H -0.41609 2.16137 -1.25950  0.425
12 H -1.15466 2.15209 1.00470  0.356
13 H 1.48611 0.42340 2.07097  0.331
14 H 0.58969 -3.37842 -0.30938  0.349

The spin multiplicity is 1. As for the gap between HOMO and LUMO: 0.3112 Ha. Its largest force on an atom is 2.4 eV/Å. Its structure (SMILES) is C/C(O)=C(/O)C(=O)O. The calculation puts the energy above the lowest of the compared OMol25 structures with the same formula, charge and spin at 57.1 kcal per mole.

=====

# 2
The following is a quantum chemistry calculation of a molecular structure, C4H6O4P2, from the OMol25 dataset.

Last column: Mulliken charge in e.
Cartesian coordinates (Å):
1 C 1.94637 0.98879 -0.82690  0.563
2 C -1.66307 -0.81601 1.23986  0.314
3 C 1.75112 0.22311 0.48673  -0.702
4 C -1.34758 -0.69436 -0.07808  -0.238
5 O 3.00717 1.16588 -1.47450  -0.736
6 O -0.90743 0.26967 1.85566  -0.476
7 O 0.83448 1.64293 -1.09935  -0.550
8 O -2.41591 -1.53882 1.91334  -0.759
9 P -0.24973 0.89726 0.45718  0.743
10 P -1.50085 -2.13104 -1.10139  -0.277
11 H 2.03602 -0.85816 0.47566  0.298
12 H 2.27891 0.88545 1.29672  0.184
13 H 0.16448 1.97445 1.24102  -0.117
14 H -1.23053 1.81537 -0.05768  -0.097
15 H -2.18718 -1.52017 -2.22020  -0.081
16 H -0.51627 -2.30435 -2.10807  -0.069

The spin multiplicity is 1. As for the gap between HOMO and LUMO: 0.2357 Ha. Its largest force on an atom is 3.1 eV/Å. As for the total charge: -2. The calculation puts the energy above the lowest of the compared OMol25 structures with the same formula, charge and spin at 45.7 kcal per mole.

=====

# 3
The following is a quantum chemistry calculation of 2 unconnected molecules or ions with the total composition C4H6O5, from the OMol25 dataset.

Last column: Mulliken charge in e.
Cartesian coordinates (Å):
1 C -0.02539 -0.52696 2.41780  0.709
2 C 0.35367 -1.43139 1.54653  -0.290
3 C 0.88051 0.70416 -0.17542  -1.032
4 C 0.84925 -0.65533 -0.78899  -0.084
5 O -0.38636 -0.10012 3.41928  -0.412
6 O -3.34162 -0.37751 2.08966  -0.359
7 O -2.70249 -1.57444 0.32109  -0.353
8 O -2.25920 -0.73929 1.21426  0.271
9 O 0.61284 -1.69597 0.33852  -0.304
10 H -4.00248 -1.22278 1.99629  0.394
11 H 1.85762 0.95359 0.23057  0.308
12 H 0.69460 1.41240 -0.98600  0.342
13 H 0.10865 0.79258 0.54770  0.331
14 H 1.81915 -1.00627 -1.25204  0.252
15 H -0.17122 -0.86459 -1.42728  0.229

The spin multiplicity is 1. As for the gap between HOMO and LUMO (alpha / beta): 0.2893 / 0.2410 Ha. Its largest force on an atom is 4.0 eV/Å. The calculation puts the energy above the lowest of the compared OMol25 structures with the same formula, charge and spin at 270.2 kcal per mole.

=====

# 4
The following is a quantum chemistry calculation of a molecular structure, C4H6O7V, from the OMol25 dataset.

Last column: Mulliken charge in e.
Cartesian coordinates (Å):
1 O 0.07490 -1.47776 0.21660  -0.527
2 C 0.24838 -0.14492 0.52055  0.205
3 C -0.44592 0.73055 -0.51438  -0.502
4 O -1.75851 0.24876 -0.75464  -0.373
5 C -2.68941 0.55656 0.14335  0.648
6 O -2.50385 0.58155 1.33696  -0.520
7 O -3.83958 0.72177 -0.48051  -0.418
8 H -0.12731 -2.00168 1.00086  0.380
9 H -0.02240 0.10977 1.55054  0.384
10 H 0.07614 0.67405 -1.47689  0.268
11 H -0.47540 1.76543 -0.15915  0.365
12 H -4.54900 0.28931 0.01303  0.384
13 O 2.77669 0.32986 -1.48698  -0.385
14 C 2.59999 -0.24264 -0.33483  0.838
15 O 1.69877 0.20549 0.50600  -0.335
16 O 3.29504 -1.20522 -0.01718  -0.653
17 V 3.50175 -2.20907 1.55360  0.827
18 H 2.13973 1.06819 -1.61692  0.416

The spin multiplicity is 5. As for the gap between HOMO and LUMO (alpha / beta): 0.2725 / 0.3646 Ha. Its largest force on an atom is 2.1 eV/Å. As for the total charge: +1. The calculation puts the energy above the lowest of the compared OMol25 structures with the same formula, charge and spin at 14.9 kcal per mole.

=====

# 5
The following is a quantum chemistry calculation of 2 unconnected molecules or ions with the total composition C4H6OS, from the OMol25 dataset.

Last column: Mulliken charge in e.
Cartesian coordinates (Å):
1 C 0.50427 -0.29803 -0.31568  0.261
2 C -0.93201 -0.31210 -0.48888  -0.599
3 C -1.12767 0.25557 0.89498  0.000
4 C 0.33617 0.39539 1.00329  -0.568
5 H 2.67012 -0.30461 -1.70195  0.274
6 H 0.89916 -1.26326 -0.32586  0.443
7 H -1.02980 0.53043 -1.28835  0.193
8 H -1.29016 -1.26297 -0.84993  0.317
9 H 0.94547 -0.05890 1.73550  0.350
10 H 0.21957 1.41506 0.72312  0.263
11 O 1.13972 0.64161 -1.33873  -0.614
12 S -2.33485 0.26182 1.95250  -0.321

The spin multiplicity is 1. As for the gap between HOMO and LUMO: 0.2353 Ha. Its largest force on an atom is 5.5 eV/Å. The calculation puts the energy above the lowest of the compared OMol25 structures with the same formula, charge and spin at 174.1 kcal per mole.

=====

# 6
The following is a quantum chemistry calculation of a single C4H6OS molecule, from the OMol25 dataset.

Last column: Mulliken charge in e.
Cartesian coordinates (Å):
1 O -3.20385 -0.51321 0.56199  -0.516
2 C -2.48968 0.06080 -0.56701  -0.527
3 C -1.08479 0.40335 -0.25408  0.789
4 C 0.05348 0.62562 0.04080  -0.342
5 C 1.41458 0.85097 0.35476  -0.809
6 S 2.46731 -0.59068 -0.12549  -0.223
7 H -2.67210 -1.27210 0.91362  0.329
8 H -2.41126 -0.59467 -1.48194  0.254
9 H -2.98612 1.01825 -0.79543  0.273
10 H 1.69483 1.73286 -0.24542  0.312
11 H 1.55595 1.05415 1.42429  0.335
12 H 3.61101 -0.02637 0.25004  0.124

The spin multiplicity is 1. As for the gap between HOMO and LUMO: 0.3711 Ha. Its largest force on an atom is 1.5 eV/Å. Its structure (SMILES) is OCC#CCS. The calculation puts the energy above the lowest of the compared OMol25 structures with the same formula, charge and spin at 58.8 kcal per mole.

=====

# 7
The following is a quantum chemistry calculation of a single C4H6OS molecule, from the OMol25 dataset.

Last column: Mulliken charge in e.
Cartesian coordinates (Å):
1 C 0.93614 -1.87244 0.45298  -0.765
2 C 0.06706 -0.90670 0.24351  0.588
3 C -1.22694 -1.14614 -0.40976  -1.170
4 S 0.27093 0.68025 0.96784  -0.127
5 C 0.12880 1.55084 -0.56162  0.103
6 O -0.23664 1.15178 -1.62296  -0.437
7 H 1.84997 -1.61999 0.94125  0.281
8 H 0.83397 -2.97402 0.25613  0.259
9 H -1.45481 -0.65811 -1.31663  0.332
10 H -2.08377 -1.00717 0.23250  0.319
11 H -1.41645 -2.23466 -0.53119  0.319
12 H 0.39902 2.64224 -0.43446  0.299

The spin multiplicity is 1. As for the gap between HOMO and LUMO: 0.3724 Ha. Its largest force on an atom is 3.2 eV/Å. Its structure (SMILES) is C=C(C)SC=O. The calculation puts the energy above the lowest of the compared OMol25 structures with the same formula, charge and spin at 34.2 kcal per mole.

=====

# 8
The following is a quantum chemistry calculation of a single C4H6OS2 molecule, from the OMol25 dataset.

Last column: Mulliken charge in e.
Cartesian coordinates (Å):
1 C -1.05569 1.58520 -0.40863  -1.215
2 C 0.17977 0.75460 -0.31794  0.390
3 O 0.86877 0.85473 1.00746  -0.439
4 C 0.29358 -0.38826 0.55191  -0.441
5 C 1.20835 -1.51701 0.29170  0.160
6 S 2.83089 -1.40750 0.21605  -0.193
7 S 0.38980 -2.99862 0.06392  -0.187
8 H -0.74571 2.66557 -0.22150  0.258
9 H -1.81596 1.20756 0.33019  0.296
10 H -1.60482 1.52636 -1.37662  0.327
11 H 0.80199 0.87673 -1.20145  0.396
12 H -0.54269 -0.66642 1.13898  0.510
13 H -0.80828 -2.49294 -0.07410  0.139

The spin multiplicity is 1. As for the gap between HOMO and LUMO: 0.3112 Ha. Its largest force on an atom is 2.3 eV/Å. Its structure (SMILES) is C[C@H]1O[C@@H]1C(=S)S. The calculation puts the energy above the lowest of the compared OMol25 structures with the same formula, charge and spin at 45.8 kcal per mole.

=====

# 9
The following is a quantum chemistry calculation of a single C4H6OS2 molecule, from the OMol25 dataset.

Last column: Mulliken charge in e.
Cartesian coordinates (Å):
1 C -1.96374 -0.02776 0.69387  -0.127
2 C 1.88387 0.42627 0.52488  -0.610
3 C 0.84946 0.69129 -0.24952  -0.002
4 C 0.12487 -0.18525 -1.20094  -0.855
5 O -0.20978 -2.08404 0.48257  -0.576
6 S -2.47118 1.28117 0.01429  -0.178
7 S -1.09899 -1.35244 -0.46244  0.462
8 H 2.18364 1.15702 1.34189  0.223
9 H 2.28643 -0.60657 0.62779  0.245
10 H 0.40994 1.65823 0.01329  0.250
11 H -2.15707 -0.30550 1.81386  0.315
12 H -0.46319 0.37791 -1.90237  0.472
13 H 0.62574 -1.03034 -1.69715  0.380

The spin multiplicity is 1. As for the gap between HOMO and LUMO: 0.2914 Ha. Its largest force on an atom is 3.3 eV/Å. The calculation puts the energy above the lowest of the compared OMol25 structures with the same formula, charge and spin at 78.4 kcal per mole.

=====

# 10
The following is a quantum chemistry calculation of a single C4H6OS3 molecule, from the OMol25 dataset.

Last column: Mulliken charge in e.
Cartesian coordinates (Å):
1 C 1.34075 -2.60455 -0.59028  -0.888
2 S 1.66137 -1.04991 0.37353  0.056
3 C 0.45772 -0.04109 -0.33075  0.147
4 S 0.02139 -0.22330 -1.87107  -0.247
5 C -0.12177 1.26629 0.39571  0.177
6 S 0.90177 2.39219 0.92902  -0.342
7 C -1.59642 1.45755 0.45086  -0.195
8 O -1.70535 2.48927 1.30986  -0.460
9 H 2.19443 -3.20545 -0.17544  0.318
10 H 0.20705 -2.96542 -0.35156  0.288
11 H 1.54310 -2.46534 -1.65291  0.355
12 H -1.98155 0.51724 1.00171  0.248
13 H -2.05322 1.51968 -0.59194  0.259
14 H -0.86929 2.91283 1.10326  0.285

The spin multiplicity is 1. As for the gap between HOMO and LUMO: 0.2855 Ha. Its largest force on an atom is 4.5 eV/Å. Its structure (SMILES) is CSC(=S)C(=S)CO. The calculation puts the energy above the lowest of the compared OMol25 structures with the same formula, charge and spin at 52.6 kcal per mole.